16
Properties=species:S:1:pos:R:3:forces:R:3 method="wB97M-V/def2-TZVPD" orbital_gap_ha=0.3496 smiles=CC(N)N.OO homo_energy_ev=-8.71 fmax_ev_per_a=2.770 lumo_ev=0.80 e_above_lowest_kcal_mol=84.3
C -0.80494 0.66195 -0.06826 2.7 0.0 -0.3
C 0.85040 0.87133 0.22604 -2.1 0.6 0.5
N -1.57927 1.67969 0.56706 -0.2 0.4 0.0
N -1.28749 -0.62238 0.29564 -0.4 -0.6 0.1
H -0.91027 0.77577 -1.15227 -0.1 0.0 0.1
H -1.56273 1.58208 1.57528 0.1 0.1 0.0
H -1.25760 2.60687 0.31670 0.0 -0.1 0.1
H -0.82850 -1.35050 -0.24237 -0.1 0.1 0.3
H -1.17013 -0.80859 1.28501 0.1 0.0 -0.1
H 0.91581 1.13626 1.28243 -0.1 0.2 0.1
H 1.17588 1.74294 -0.34306 0.2 -0.1 -0.1
H 1.56746 0.05802 0.16565 -0.2 -0.4 -0.6
O 0.87533 -1.80470 -1.54553 0.2 1.3 -0.3
O 1.37410 -2.39907 -0.33999 0.1 0.2 0.4
H 1.57081 -3.30436 -0.61950 0.0 0.2 -0.3
H 1.07114 -0.82532 -1.40284 -0.1 -1.8 0.0

***

205
Properties=species:S:1:pos:R:3:forces:R:3 method="wB97M-V/def2-TZVPD" orbital_gap_ha="0.1119 / 0.1531" multiplicity=2 total_charge=+4 homo_energy_ev="-10.28 / -11.40" fmax_ev_per_a=8.512 s_squared=0.7536 lumo_ev="-7.24 / -7.24"
O -20.12624 19.48582 9.95837 -0.6 -0.4 3.4
C -19.93025 19.70342 8.78958 3.5 0.3 -4.6
O -20.93993 19.64130 7.86409 -0.7 -0.2 -3.2
B -20.32491 19.63630 6.44132 1.3 0.3 3.8
O -18.88998 19.90813 6.70203 -1.1 -0.1 -2.8
C -18.62528 19.83590 7.99120 -1.3 -0.4 4.7
O -17.46974 19.87757 8.47850 -0.4 0.3 -0.4
O -20.82762 20.59972 5.46296 -1.0 -1.2 -1.8
C -21.16060 19.94578 4.33730 0.0 1.2 -1.0
O -21.52533 20.49745 3.29169 0.7 -1.1 1.8
C -20.84934 18.38463 4.55280 -0.1 -1.8 -3.6
O -20.47500 18.26973 5.75290 0.2 0.0 1.2
O -20.84905 17.45650 3.67304 -0.1 3.5 2.5
C -17.18881 16.59108 4.81203 -0.3 1.5 0.7
C -16.19223 17.50038 4.04612 0.3 -0.4 -0.5
N -16.49990 18.96635 4.03581 0.6 3.8 1.9
C -17.64737 19.65796 3.56276 1.6 -0.4 0.7
C -17.51572 20.98146 3.90338 -0.3 0.1 1.8
N -16.40589 21.17406 4.74584 1.3 -6.2 -2.7
C -15.73937 19.93855 4.71367 -2.7 -0.4 -0.4
C -16.00642 22.27375 5.53935 0.8 1.6 0.2
H -16.87800 16.39713 5.83862 0.7 -0.4 -0.2
H -17.49291 15.67086 4.31324 0.2 0.2 -0.1
H -18.06063 17.19968 5.05210 -0.5 -0.1 -0.5
H -16.09830 17.22347 2.99607 -0.3 -0.1 -0.1
H -15.17364 17.37592 4.41364 0.0 0.3 0.4
H -18.43088 19.05572 3.12707 -0.1 0.5 -0.2
H -18.21169 21.80641 3.94164 -0.3 -0.4 -0.6
H -14.82548 19.67608 5.22583 0.4 -0.1 0.5
H -16.73905 22.41088 6.33467 0.2 0.3 0.0
H -15.80521 23.13841 4.90693 -0.9 0.4 -0.1
H -14.99674 22.19741 5.94286 -0.2 -1.0 0.3
C -23.66426 19.33632 10.52931 -0.9 -1.0 -0.9
C -24.36181 18.64476 9.24521 1.2 0.6 0.9
N -25.81869 18.59107 9.29277 -2.5 2.8 -0.2
C -26.61773 17.58042 9.74841 -0.5 -0.1 0.0
C -27.92650 18.00815 9.73327 0.9 -0.9 0.7
N -27.92291 19.30976 9.33765 1.3 0.2 -0.2
C -26.67082 19.68519 9.04393 1.2 -2.1 0.3
C -29.10322 20.13266 9.22501 -0.7 0.4 -0.9
H -23.92503 20.36086 10.79466 -0.3 0.2 -0.8
H -22.58289 19.27524 10.40680 0.1 -0.1 -0.1
H -23.96818 18.76690 11.40766 0.1 -0.4 0.1
H -24.01752 17.61305 9.17343 -0.1 0.0 0.2
H -24.03678 19.08002 8.30022 -0.2 0.4 0.2
H -26.19246 16.63795 10.06032 -0.2 0.0 -0.2
H -28.82699 17.50662 10.05580 0.1 0.0 -0.1
H -26.36299 20.60992 8.57860 0.3 0.4 0.0
H -29.80452 19.95932 10.04124 0.4 0.1 0.1
H -29.62126 19.86046 8.30542 -0.1 0.0 0.0
H -28.83169 21.18326 9.12208 0.1 -0.1 0.3
C -20.28105 14.04935 3.41701 -0.1 1.4 -0.9
C -20.14942 14.89132 2.05541 0.1 -0.8 2.5
N -19.35077 14.11338 1.13442 3.8 -0.9 -3.1
C -19.72005 12.97284 0.49142 1.5 -1.5 -2.3
C -18.66725 12.53658 -0.40546 -1.9 1.1 2.7
N -17.60524 13.39598 -0.21454 -3.6 0.8 1.6
C -18.03369 14.34760 0.69068 -1.1 -0.5 0.0
C -16.30134 13.30304 -0.84657 0.6 1.1 1.4
H -20.83512 13.12306 3.26505 0.0 0.1 -0.1
H -20.81610 14.69335 4.11493 -0.2 -0.1 0.0
H -19.31948 13.83050 3.88133 0.1 0.0 -0.3
H -19.68452 15.86446 2.21341 0.2 -0.2 0.2
H -21.15562 15.10581 1.69535 0.2 -0.4 -0.5
H -20.67579 12.49922 0.66066 0.1 0.1 -0.1
H -18.61029 11.66131 -1.03560 -0.1 0.1 0.1
H -17.44710 15.18700 1.03377 0.0 -0.1 -0.1
H -16.32410 13.15705 -1.92651 -0.2 -0.1 0.3
H -15.72492 12.57494 -0.27585 0.0 -0.3 -0.5
H -15.89778 14.27449 -0.56109 0.7 0.0 -0.7
C -17.99453 22.44985 0.64991 -0.6 -0.2 0.0
C -19.03219 23.52064 1.03160 0.7 -1.6 -0.4
N -18.90351 24.02995 2.42039 1.3 0.0 0.7
C -17.87027 24.86585 2.85879 -1.5 0.9 0.9
C -18.34177 25.39958 4.05304 1.6 0.3 -0.9
N -19.51971 24.84295 4.37112 -0.1 -2.4 -0.1
C -19.75503 23.85380 3.45054 -1.1 2.0 -1.1
C -20.20801 25.13915 5.65853 -0.1 -0.6 -0.4
H -16.99360 22.86317 0.52586 0.0 -0.3 0.3
H -18.29589 22.02300 -0.30670 0.0 0.4 -0.4
H -18.07022 21.56783 1.28584 0.5 0.3 0.5
H -19.99743 23.03329 0.89417 -0.2 0.5 0.4
H -18.91360 24.28347 0.26209 -0.3 0.6 0.7
H -16.96272 25.08591 2.31627 -0.3 0.0 -0.2
H -17.95609 26.12397 4.75511 0.4 0.0 -0.4
H -20.61712 23.21495 3.32778 -0.2 0.1 0.5
H -21.25102 25.32796 5.40442 0.1 0.1 0.4
H -19.72095 25.98113 6.15041 -0.2 0.2 -0.5
H -20.09754 24.30395 6.35014 -0.2 -0.2 -0.3
C -22.09907 20.76866 -1.99943 1.8 0.7 -0.2
C -22.38883 20.98998 -0.55252 -0.6 -0.9 1.5
N -22.75725 19.70437 0.14610 -2.6 -1.4 0.4
C -21.94562 18.64603 0.50440 0.3 -0.2 0.4
C -22.71655 17.61433 0.95587 -1.8 0.5 1.3
N -24.08838 18.03663 1.00638 6.1 3.8 -3.1
C -24.02333 19.26741 0.39328 -0.5 -0.8 0.4
C -25.20994 17.27069 1.32956 -0.9 -0.3 1.0
H -22.88628 21.15196 -2.64865 0.1 -0.6 -0.1
H -21.68556 19.78014 -2.19926 -0.8 -0.2 -0.2
H -21.20477 21.36874 -2.16747 -0.1 0.4 -0.5
H -23.18288 21.73107 -0.46102 -0.3 -0.4 0.4
H -21.60315 21.37336 0.09849 0.4 0.0 -0.5
H -20.86993 18.73892 0.52996 -0.1 -0.1 -0.1
H -22.53004 16.68039 1.46514 0.5 0.2 -0.2
H -24.92248 19.71559 -0.00304 0.2 0.4 0.3
H -25.80969 17.32572 0.42106 -0.6 -1.0 0.5
H -25.66695 17.69292 2.22452 -0.5 0.2 -0.2
H -24.82809 16.33556 1.73921 -0.6 -0.5 -0.7
C -24.89912 20.11730 4.04063 -0.3 -1.1 0.2
C -26.06306 21.09198 3.83249 2.1 0.5 1.9
N -26.66319 20.98353 2.54780 -3.8 -2.4 -2.1
C -26.20751 21.47253 1.35778 -0.8 -0.5 -0.8
C -27.09225 21.05697 0.35061 2.5 2.5 0.5
N -28.09004 20.40723 0.90275 -0.7 -1.4 3.0
C -27.83695 20.23439 2.27975 1.3 2.3 -2.7
C -29.25302 20.02329 0.07185 -0.8 -0.1 1.2
H -24.14416 20.08233 3.25518 -0.1 0.5 -0.2
H -25.27743 19.09878 4.12778 -0.2 -0.2 -0.1
H -24.37867 20.26652 4.98666 -0.2 0.6 0.1
H -25.63400 22.08575 3.96061 -0.3 0.2 -0.3
H -26.78265 21.00388 4.64643 -0.2 -0.2 -0.3
H -25.31526 22.07820 1.29888 -0.1 -0.1 0.1
H -27.13978 21.36914 -0.68220 0.2 -0.1 0.0
H -28.50835 19.68077 2.91939 0.3 0.2 0.3
H -28.95108 19.23550 -0.61830 -0.4 0.1 0.1
H -29.73209 20.88553 -0.39198 0.9 0.2 -0.5
H -30.07585 19.78238 0.74491 0.3 -0.9 0.0
C -18.71941 15.29089 8.58243 0.3 -0.2 -1.2
C -20.12048 15.89846 8.19699 2.7 -0.6 0.1
N -20.93073 16.03360 9.36484 -2.2 1.4 4.2
C -22.24304 15.57249 9.37833 1.3 -0.9 0.5
C -22.65480 15.49996 10.67114 -0.4 1.4 1.5
N -21.69703 16.09669 11.53563 2.9 0.7 -5.6
C -20.66005 16.51714 10.64706 -1.7 -2.4 -0.8
C -21.64657 16.31860 12.94709 -0.7 0.8 1.0
H -18.67200 14.42856 9.24744 -0.9 0.2 0.5
H -17.89648 15.94585 8.86861 -0.4 0.5 0.1
H -18.36792 14.80106 7.67435 0.2 0.3 -0.3
H -20.54772 15.14016 7.54083 -0.6 0.3 0.2
H -20.04851 16.83600 7.64568 0.1 0.0 0.2
H -22.61128 15.19302 8.43663 -0.8 0.1 0.2
H -23.63082 15.38345 11.11858 0.0 -0.7 -0.4
H -19.76812 17.08099 10.87711 -0.1 -0.1 0.2
H -21.72609 17.39031 13.12934 0.0 0.1 0.0
H -20.73801 15.98030 13.44526 0.0 -0.4 -0.4
H -22.51360 15.88207 13.44287 0.1 -0.3 -0.2
C -16.80332 20.77669 16.37518 0.2 -1.5 -0.3
C -17.10471 19.46284 15.45242 -1.0 2.1 2.2
N -16.85179 19.62448 14.07524 1.9 0.9 -5.2
C -17.58328 18.97103 13.07863 1.7 1.2 -1.7
C -17.01331 19.35855 11.84193 -0.8 -1.6 1.1
N -15.96774 20.21060 12.03820 -4.1 -2.3 7.1
C -15.87565 20.33662 13.41120 -0.8 -0.3 0.4
C -15.25760 20.88504 11.10364 2.7 1.2 -1.9
H -17.48800 20.87180 17.21795 -0.3 -0.6 -0.1
H -16.89665 21.75233 15.89821 0.2 -0.3 -0.6
H -15.82659 20.68332 16.84992 0.1 0.1 -0.3
H -18.18992 19.37152 15.40658 0.0 -0.5 0.8
H -16.63627 18.53579 15.78291 0.0 0.3 0.4
H -18.37820 18.27406 13.29941 0.1 0.2 0.0
H -17.09673 18.94058 10.84959 -0.8 0.3 -0.2
H -15.16103 20.91767 13.97521 0.0 0.2 -0.4
H -15.79346 20.87752 10.15448 0.2 0.1 0.0
H -14.33393 20.30728 11.06993 0.5 0.5 -0.9
H -15.05091 21.87955 11.49900 0.1 0.1 -0.5
C -20.23612 23.00839 11.86100 -1.1 0.6 0.5
C -21.65673 22.57809 11.39899 0.6 -0.2 -0.6
N -22.62738 22.71206 12.50633 -0.5 -0.6 2.0
C -23.22087 23.83431 13.06122 -0.7 0.2 -0.1
C -23.99227 23.47297 14.17776 1.2 0.4 -2.6
N -23.81738 22.13195 14.31843 1.8 -0.9 -1.8
C -22.93846 21.69313 13.30370 -1.7 0.4 2.3
C -24.33251 21.39817 15.48548 0.1 0.5 0.1
H -20.00052 22.71667 12.88448 -0.3 -0.4 0.1
H -20.35597 24.08955 11.93059 0.8 0.2 -0.2
H -19.37750 22.70783 11.26055 -0.5 0.0 -0.4
H -21.73664 21.57713 10.97498 0.2 -0.3 0.6
H -22.02812 23.16199 10.55683 0.0 0.4 0.2
H -23.09137 24.75268 12.50784 -0.3 0.1 0.4
H -24.74866 24.02737 14.71342 0.4 0.1 0.1
H -22.48070 20.71498 13.31365 -0.2 0.0 -0.3
H -25.30098 21.81457 15.76260 -0.2 -0.2 -0.4
H -23.70742 21.66854 16.33651 0.3 -0.6 0.0
H -24.42078 20.33018 15.28619 0.2 0.2 0.1
C -22.73492 22.69964 7.20470 -0.8 0.8 -0.7
C -24.16301 22.53811 7.77773 -0.4 0.4 2.4
O -24.94995 21.84461 7.08390 -0.1 -0.1 -0.2
O -24.41690 22.99662 8.95636 0.8 -0.8 -2.0
H -22.81996 22.78171 6.12112 -0.1 -1.1 -0.4
H -22.15236 21.84165 7.54022 0.3 0.2 -0.2
H -22.26361 23.67468 7.32824 0.1 0.0 1.4
C -15.07320 17.57547 8.15947 -3.1 -0.7 1.4
C -13.82298 17.49135 7.43397 2.0 -5.3 3.1
O -13.05851 16.51481 7.68395 -0.9 -0.1 0.0
O -13.54751 18.40284 6.74280 0.9 6.1 -5.2
H -15.96815 17.67952 7.54600 0.0 0.3 -0.6
H -15.13372 18.46835 8.78173 0.2 -0.1 0.3
H -15.28712 16.65150 8.69669 0.3 0.1 0.6
C -23.38785 16.64457 4.99227 0.4 1.0 -1.6
C -24.55717 16.06766 5.64233 -5.5 -4.2 -0.1
O -24.52543 15.77801 6.85940 1.3 1.2 0.7
O -25.59309 15.60135 4.93845 3.2 2.5 0.3
H -23.62842 17.06958 4.01780 -0.4 0.3 -0.1
H -22.74698 15.82296 4.67237 0.6 0.1 0.7
H -22.96331 17.46120 5.57621 0.5 -0.5 0.2

***

91
Properties=species:S:1:pos:R:3:forces:R:3 method="wB97M-V/def2-TZVPD" orbital_gap_ha="0.1817 / 0.2045" multiplicity=2 total_charge=-1 homo_energy_ev="-2.83 / -3.74" fmax_ev_per_a=0.376 s_squared=0.9074 lumo_ev="2.12 / 1.82" e_above_lowest_kcal_mol=0.0
V 0.35605 0.39842 -0.04892 -0.3 0.1 0.1
C 5.83862 0.51763 -5.49264 0.0 0.0 0.0
C 4.97193 -0.56304 -5.39435 0.0 0.0 0.0
C 3.98322 -0.57700 -4.42134 0.0 0.0 0.0
C 3.85103 0.48170 -3.52468 -0.1 0.0 0.0
C 4.72153 1.56194 -3.63735 0.0 0.0 0.0
C 5.70880 1.58177 -4.61264 0.0 0.0 0.0
C 2.78667 0.46493 -2.48027 0.0 0.0 0.0
C 3.15107 0.28098 -1.17634 0.1 0.0 -0.2
C 4.50804 0.03835 -0.74184 -0.1 0.0 0.0
C 4.50374 -0.07889 0.60134 -0.1 0.0 0.0
C 3.14743 0.09641 1.06067 0.1 0.0 0.1
N 2.31678 0.29247 -0.04667 0.0 -0.1 0.0
C 2.77576 0.08669 2.38636 -0.1 0.0 0.0
C 1.45059 0.25829 2.84093 0.2 0.0 0.0
C 1.02686 0.34620 4.19261 -0.1 0.0 0.0
C -0.33004 0.52503 4.16988 0.1 0.0 0.0
C -0.75190 0.54271 2.80050 -0.1 0.0 0.1
C -2.11020 0.62009 2.44472 0.1 0.0 0.1
C -3.10722 0.71887 3.54873 0.0 0.0 0.0
C -3.59410 1.96386 3.94018 0.0 0.0 -0.1
C -4.55189 2.06708 4.93794 0.0 0.0 0.0
C -5.04056 0.92384 5.55638 0.0 0.0 0.0
C -4.56977 -0.32166 5.16621 0.0 0.0 0.0
C -3.60588 -0.42204 4.17223 0.0 0.0 0.0
C -2.68000 0.56545 1.14696 -0.1 0.0 -0.1
N -0.78189 1.68304 -0.00507 0.1 -0.1 0.1
C -2.64305 0.58270 -1.26083 0.0 0.0 -0.1
C -2.15750 0.72624 -2.50432 -0.1 -0.1 0.1
C -3.16405 0.74102 -3.60891 0.0 0.1 0.1
C -3.27460 -0.32692 -4.49363 0.0 0.0 0.0
C -4.23963 -0.31765 -5.48941 0.0 0.0 0.0
C -5.10568 0.76064 -5.61166 0.0 0.0 0.0
C -5.00374 1.82816 -4.73150 0.0 0.0 0.0
C -4.03868 1.81671 -3.73306 0.0 0.0 0.0
C -0.75708 0.80629 -2.89747 0.0 -0.1 -0.1
C -0.34849 1.00039 -4.22158 0.0 0.1 0.0
C 1.03859 0.91975 -4.25063 -0.1 -0.1 0.0
C 1.44412 0.65112 -2.93702 0.1 0.0 0.0
N 0.36492 0.59125 -2.10602 -0.1 0.0 0.0
C -4.01255 0.20608 -0.77060 0.0 0.1 0.0
C -3.96266 0.46265 0.71229 0.1 0.0 0.0
N 0.38219 0.39417 2.00231 -0.1 0.0 -0.1
C 3.82865 -0.10092 3.42547 0.0 0.0 0.0
C 3.93020 -1.30410 4.12158 0.0 0.0 0.0
C 4.90442 -1.48407 5.09280 0.0 0.0 0.0
C 5.79266 -0.45823 5.38642 0.0 0.0 0.0
C 5.69581 0.74670 4.70596 0.0 0.0 0.0
C 4.72117 0.92166 3.73341 0.0 0.0 0.0
H 6.60939 0.53026 -6.25319 0.0 0.0 0.0
H 5.06554 -1.39746 -6.07873 0.0 0.0 0.0
H 3.29997 -1.41384 -4.34400 0.0 0.0 0.0
H 4.61520 2.39092 -2.94831 0.0 0.0 0.0
H 6.37701 2.43113 -4.68537 0.0 0.0 0.0
H 5.35222 -0.03653 -1.40779 0.0 0.0 0.0
H 5.34583 -0.26600 1.24773 0.0 0.0 0.0
H 1.67223 0.28978 5.05407 0.0 0.0 0.0
H -0.98972 0.63095 5.01587 0.0 0.0 0.0
H -3.21155 2.84907 3.44579 0.0 0.0 0.0
H -4.91819 3.04256 5.23382 0.0 0.0 0.0
H -5.78883 1.00319 6.33541 0.0 0.0 0.0
H -4.95034 -1.21811 5.64057 0.0 0.0 0.0
H -3.23074 -1.39174 3.86590 0.0 0.0 0.0
H -2.59778 -1.16563 -4.39020 0.0 0.0 0.0
H -4.31982 -1.15664 -6.16958 0.0 0.0 0.0
H -5.85860 0.76716 -6.39007 0.0 0.0 0.0
H -5.67473 2.67359 -4.82273 0.0 0.0 0.0
H -3.94550 2.64468 -3.03991 0.0 0.0 0.0
H -1.00235 1.18868 -5.05764 0.0 0.0 0.0
H 1.68728 1.03759 -5.10312 0.0 0.0 0.0
H -4.84217 0.67488 -1.30022 0.0 -0.1 0.0
H -4.83975 0.39640 1.33951 0.0 0.0 0.0
H 3.23246 -2.09980 3.89039 0.0 0.0 0.0
H 4.97197 -2.42806 5.61976 0.0 0.0 0.0
H 6.55456 -0.59667 6.14348 0.0 0.0 0.0
H 6.38103 1.55420 4.93279 0.0 0.0 0.0
H 4.64145 1.86179 3.20118 0.0 0.0 0.0
S -1.27020 3.21552 0.02983 -0.1 0.1 0.0
C -1.80680 0.49791 -0.05341 0.3 0.1 0.1
N -1.01178 -0.73880 -0.03632 0.0 0.1 -0.3
C -1.57984 -2.00095 0.08729 0.0 -0.2 0.2
C -0.70125 -2.94754 0.64284 0.0 0.0 0.0
C -1.05177 -4.26528 0.82898 0.0 0.0 0.0
C -2.32976 -4.67896 0.47460 0.0 0.0 0.0
C -3.21518 -3.75782 -0.04396 0.0 0.0 0.0
C -2.88528 -2.41340 -0.26573 0.0 0.0 0.0
S -4.23158 -1.59093 -1.09921 0.0 0.0 0.0
H 0.28045 -2.59340 0.93438 0.0 0.0 0.0
H -0.33940 -4.95725 1.25891 0.0 0.0 0.0
H -2.64436 -5.70466 0.61670 0.0 0.0 0.0
H -4.21897 -4.07759 -0.29742 0.0 0.0 0.0

***

E readings, ordered: -9307.9149, -124245.0669, -108217.0622 eV